*one*
Formula: C5H9FN2
Source: the OMol25 dataset
Level of theory: ωB97M-V/def2-TZVPD

* LUMO: 0.62 eV

Geometry (Å):
C  0.256  -0.009  1.351
C  -0.050  1.083  0.401
C  0.115  -0.376  -1.489
C  -1.269  -0.650  -0.783
C  -1.147  -0.009  0.618
H  2.395  -0.283  0.160
H  2.055  -1.257  2.129
H  0.167  0.421  2.278
H  -0.250  2.166  0.631
H  0.362  1.768  -1.430
H  0.236  -0.123  -2.569
H  0.866  -1.118  -0.988
H  -2.197  -0.375  -1.297
H  -1.465  -1.817  -0.593
N  1.469  -0.813  1.168
N  0.694  0.901  -0.901
F  -2.237  0.492  1.314

These are the Mulliken partial charges, in e, on atoms 1 to 8: atom 1 (C): -0.46, atom 2 (C): -0.20, atom 3 (C): -0.52, atom 4 (C): -0.62, atom 5 (C): 0.44, atom 6 (H): 0.31, atom 7 (H): 0.25, atom 8 (H): 0.48

*two*
Formula: C5H9FN2
Source: the OMol25 dataset
Level of theory: ωB97M-V/def2-TZVPD

* LUMO: 1.07 eV
* SMILES string: CCN1C[C@H](F)C=N1

Geometry (Å):
C  1.971  -0.413  -0.979
C  1.562  0.152  0.278
N  0.220  0.439  0.674
C  -0.843  -0.580  0.931
C  -2.134  -0.011  0.201
F  -2.613  -0.728  -0.823
C  -1.563  1.287  -0.438
N  -0.364  1.391  -0.204
H  3.044  -0.552  -0.811
H  1.497  -1.351  -1.136
H  1.681  0.004  -2.007
H  1.971  -0.442  1.052
H  2.013  1.115  0.629
H  -0.809  -0.778  2.119
H  -0.642  -1.641  0.450
H  -2.933  -0.010  0.903
H  -2.058  2.116  -0.839

These are the Mulliken partial charges, in e, on atoms 1 to 8: atom 1 (C): -1.00, atom 2 (C): -0.58, atom 3 (N): 0.21, atom 4 (C): -0.57, atom 5 (C): 0.31, atom 6 (F): -0.30, atom 7 (C): -0.38, atom 8 (N): -0.53

*three*
Formula: C5H9FN2
Source: the OMol25 dataset
Level of theory: ωB97M-V/def2-TZVPD

* LUMO: 0.83 eV
* SMILES string: N[C@H]1C[C@H]2N[C@H]2[C@@H]1F

Geometry (Å):
N  -1.892  -0.211  -0.580
C  -0.955  0.556  0.331
C  -0.466  -0.564  1.238
C  0.917  -0.983  0.572
N  0.697  -1.674  -0.709
C  1.120  -0.210  -0.515
C  0.189  0.953  -0.519
F  0.928  1.825  0.201
H  -2.934  -0.197  0.011
H  -2.195  0.406  -1.386
H  -1.411  1.330  0.895
H  -0.477  -0.169  2.209
H  -0.940  -1.656  1.054
H  1.665  -1.243  1.319
H  -0.236  -1.635  -0.935
H  2.028  0.072  -1.092
H  -0.316  1.340  -1.495

These are the Mulliken partial charges, in e, on atoms 1 to 8: atom 1 (N): -0.77, atom 2 (C): -0.22, atom 3 (C): -1.04, atom 4 (C): 0.02, atom 5 (N): -0.75, atom 6 (C): -0.54, atom 7 (C): 0.30, atom 8 (F): -0.31

Most stable: *two* (next structure +0.0158 hartree)

*one*
Formula: C34H36BrInN4O4P2S2
Source: the OMol25 dataset
Level of theory: ωB97M-V/def2-TZVPD

* charge: +2
* LUMO (spin up / spin down): -7.90 / -7.90 eV

Geometry (Å):
In  -0.290  0.319  0.030
O  1.959  -2.609  -2.797
C  3.229  -2.213  -2.613
C  4.234  -2.960  -3.220
C  5.549  -2.583  -3.068
C  5.904  -1.455  -2.314
C  4.925  -0.714  -1.712
C  3.563  -1.077  -1.836
C  2.543  -0.321  -1.160
O  1.309  -0.624  -1.237
N  2.953  0.788  -0.465
N  2.040  1.315  0.322
C  2.441  2.496  0.822
S  4.011  3.108  0.528
C  3.670  4.738  1.255
C  2.692  4.547  2.392
S  1.385  3.428  1.799
H  1.387  -1.965  -2.340
H  3.954  -3.822  -3.809
H  6.323  -3.167  -3.549
H  6.942  -1.172  -2.217
H  5.177  0.164  -1.135
H  3.277  5.381  0.468
H  4.615  5.143  1.614
H  2.213  5.478  2.690
H  3.161  4.085  3.259
C  -4.114  -0.195  1.687
O  -2.756  0.060  2.050
C  -2.572  0.657  3.271
C  -3.592  0.910  4.174
C  -3.311  1.570  5.366
Br  -4.715  1.908  6.572
C  -2.031  1.986  5.666
C  -1.001  1.713  4.769
C  -1.270  1.046  3.580
O  -0.287  0.796  2.641
C  0.350  2.232  5.040
N  0.610  3.447  5.406
C  1.997  3.522  5.483
C  2.807  4.602  5.830
C  4.175  4.413  5.792
C  4.735  3.179  5.422
C  3.944  2.096  5.083
C  2.569  2.298  5.121
N  1.491  1.472  4.819
H  -4.695  0.728  1.695
H  -4.568  -0.925  2.359
H  -4.090  -0.610  0.684
H  -4.609  0.619  3.966
H  -1.814  2.524  6.577
H  0.521  1.257  2.923
H  2.368  5.546  6.124
H  4.834  5.226  6.066
H  5.811  3.069  5.420
H  4.381  1.142  4.817
H  1.512  0.465  4.848
C  0.673  -3.309  0.442
P  -0.564  -2.110  1.028
C  -0.580  -2.350  2.823
C  -2.150  -2.745  0.389
C  -2.793  -3.774  1.075
C  -3.983  -4.309  0.606
C  -4.546  -3.828  -0.565
C  -3.921  -2.803  -1.257
C  -2.730  -2.246  -0.792
P  -1.976  -0.877  -1.723
C  -1.299  -1.632  -3.232
C  -3.327  0.186  -2.297
H  0.442  -4.299  0.837
H  1.668  -3.012  0.777
H  0.674  -3.357  -0.646
H  -0.630  -3.408  3.078
H  -1.417  -1.819  3.271
H  0.348  -1.944  3.224
H  -2.367  -4.171  1.987
H  -4.466  -5.107  1.154
H  -5.470  -4.247  -0.940
H  -4.376  -2.434  -2.168
H  -2.115  -2.008  -3.851
H  -0.650  -2.469  -2.979
H  -0.732  -0.895  -3.802
H  -4.020  -0.356  -2.941
H  -2.897  1.010  -2.868
H  -3.867  0.601  -1.448

These are the Mulliken partial charges, in e, on atoms 1 to 8: atom 1 (In): 1.76, atom 2 (O): -0.58, atom 3 (C): 0.31, atom 4 (C): -0.72, atom 5 (C): -0.37, atom 6 (C): -0.85, atom 7 (C): -0.62, atom 8 (C): 0.25

*two*
Formula: C34H36BrInN4O4P2S2
Source: the OMol25 dataset
Level of theory: ωB97M-V/def2-TZVPD

* charge: +2
* LUMO (spin up / spin down): -6.75 / -7.75 eV

Geometry (Å):
In  0.101  1.060  -0.945
O  -3.121  4.041  0.576
C  -4.213  3.261  0.581
C  -5.386  3.792  1.108
C  -6.532  3.030  1.121
C  -6.548  1.724  0.608
C  -5.402  1.191  0.088
C  -4.200  1.940  0.069
C  -2.986  1.361  -0.437
O  -1.886  1.998  -0.454
N  -3.080  0.095  -0.958
N  -1.926  -0.479  -1.217
C  -2.095  -1.627  -1.895
S  -3.650  -2.261  -2.222
C  -3.046  -3.579  -3.317
C  -1.685  -4.013  -2.823
S  -0.737  -2.503  -2.467
H  -2.406  3.535  0.149
H  -5.370  4.803  1.492
H  -7.441  3.454  1.528
H  -7.463  1.149  0.618
H  -5.397  0.192  -0.321
H  -3.017  -3.185  -4.333
H  -3.760  -4.400  -3.270
H  -1.129  -4.577  -3.570
H  -1.751  -4.594  -1.904
C  4.315  1.297  -0.430
O  3.200  0.425  -0.221
C  3.508  -0.908  -0.110
C  4.801  -1.401  -0.044
C  5.014  -2.773  0.035
Br  6.781  -3.415  0.110
C  3.959  -3.658  0.049
C  2.658  -3.164  0.013
C  2.433  -1.795  -0.060
O  1.155  -1.272  -0.141
C  1.523  -4.103  -0.058
N  1.439  -5.099  -0.884
C  0.199  -5.679  -0.633
C  -0.396  -6.788  -1.231
C  -1.660  -7.145  -0.804
C  -2.326  -6.422  0.201
C  -1.746  -5.323  0.809
C  -0.474  -4.972  0.369
N  0.385  -3.936  0.715
H  4.879  0.995  -1.313
H  4.970  1.310  0.443
H  3.906  2.291  -0.575
H  5.654  -0.741  -0.069
H  4.122  -4.726  0.082
H  0.536  -2.010  -0.264
H  0.128  -7.348  -1.994
H  -2.147  -8.009  -1.237
H  -3.309  -6.744  0.518
H  -2.256  -4.782  1.596
H  0.361  -3.429  1.584
C  -0.684  2.247  2.546
P  0.697  1.574  1.574
C  1.374  0.265  2.625
C  1.924  2.922  1.538
C  2.786  3.084  2.621
C  3.715  4.113  2.644
C  3.790  5.004  1.585
C  2.942  4.855  0.500
C  2.010  3.818  0.455
P  0.954  3.641  -1.016
C  -0.246  5.003  -0.904
C  1.974  4.048  -2.459
H  -0.340  2.507  3.548
H  -1.478  1.502  2.622
H  -1.091  3.139  2.072
H  1.488  0.605  3.653
H  2.331  -0.077  2.238
H  0.673  -0.569  2.613
H  2.742  2.403  3.461
H  4.377  4.220  3.494
H  4.508  5.813  1.602
H  3.017  5.557  -0.321
H  0.276  5.955  -1.008
H  -0.748  4.994  0.063
H  -0.988  4.916  -1.697
H  2.369  5.062  -2.403
H  1.348  3.970  -3.349
H  2.796  3.341  -2.557

These are the Mulliken partial charges, in e, on atoms 1 to 8: atom 1 (In): 1.60, atom 2 (O): -0.53, atom 3 (C): 0.29, atom 4 (C): -0.77, atom 5 (C): -0.34, atom 6 (C): -0.88, atom 7 (C): -0.55, atom 8 (C): 0.33

Most stable: *two* (next structure +0.0070 hartree)

*one*
Formula: C5H15NP
Source: the OMol25 dataset
Level of theory: ωB97M-V/def2-TZVPD

* charge: +1
* LUMO: -4.76 eV

Geometry (Å):
C  -3.021  0.993  -0.015
C  3.821  0.922  0.016
C  -1.614  -1.668  0.264
C  -1.486  0.799  0.076
C  2.833  -0.192  0.405
N  -1.003  -0.469  -0.443
P  1.401  -0.580  -0.383
H  -3.453  -0.026  0.009
H  -3.334  1.439  0.928
H  -3.483  1.577  -0.829
H  3.569  1.431  -0.871
H  4.876  0.523  0.018
H  3.940  1.783  0.633
H  -1.221  -2.469  -0.161
H  -1.344  -1.724  1.238
H  -2.673  -1.547  0.328
H  -1.267  1.004  1.061
H  -0.934  1.606  -0.480
H  2.852  -0.570  1.419
H  -1.213  -0.513  -1.411
H  1.237  -0.300  -1.670
H  1.517  -2.019  -0.132

These are the Mulliken partial charges, in e, on atoms 1 to 8: atom 1 (C): -0.92, atom 2 (C): -1.13, atom 3 (C): -1.13, atom 4 (C): -0.51, atom 5 (C): -0.02, atom 6 (N): -0.37, atom 7 (P): 0.24, atom 8 (H): 0.21

*two*
Formula: C5H15NP
Source: the OMol25 dataset
Level of theory: ωB97M-V/def2-TZVPD

* charge: +1
* LUMO: -3.57 eV
* SMILES string: CCC[C@@H]([NH3+])PC

Geometry (Å):
C  -1.741  1.326  -1.645
C  -0.375  1.600  -0.995
C  -0.166  0.357  -0.062
C  1.261  0.153  0.579
N  1.388  1.097  1.716
P  1.194  -1.922  1.264
C  1.531  -2.803  -0.366
H  -2.434  1.135  -0.801
H  -1.774  0.360  -2.180
H  -2.066  2.114  -2.196
H  0.366  1.733  -1.784
H  -0.137  2.566  -0.349
H  -1.038  0.450  0.669
H  -0.442  -0.551  -0.576
H  1.990  0.151  -0.191
H  2.308  1.515  1.850
H  0.667  1.861  1.522
H  1.195  0.481  2.519
H  2.539  -1.724  1.845
H  0.675  -2.547  -1.023
H  1.468  -3.837  -0.404
H  2.463  -2.462  -0.975

These are the Mulliken partial charges, in e, on atoms 1 to 8: atom 1 (C): -1.28, atom 2 (C): -0.13, atom 3 (C): -1.10, atom 4 (C): -0.58, atom 5 (N): -0.13, atom 6 (P): 0.13, atom 7 (C): -0.90, atom 8 (H): 0.32

*three*
Formula: C5H15NP
Source: the OMol25 dataset
Level of theory: ωB97M-V/def2-TZVPD

* charge: +1
* LUMO: -4.28 eV

Geometry (Å):
C  -0.090  -2.164  1.331
C  -1.688  2.439  0.610
C  1.999  -1.156  -0.854
C  0.012  -0.853  0.668
C  -0.446  2.275  -0.211
N  0.530  -0.891  -0.695
P  -0.327  1.134  -1.454
H  0.892  -2.582  1.508
H  -0.447  -1.953  2.337
H  -0.667  -2.862  0.834
H  -1.576  2.956  1.500
H  -2.226  1.531  0.987
H  -2.506  2.908  -0.036
H  2.176  -2.232  -0.584
H  2.480  -0.941  -1.789
H  2.632  -0.468  -0.345
H  0.641  -0.019  1.212
H  -1.078  -0.314  0.610
H  0.505  2.610  0.114
H  0.092  -1.653  -1.186
H  -1.441  0.737  -2.063
H  0.531  1.497  -2.495

These are the Mulliken partial charges, in e, on atoms 1 to 8: atom 1 (C): -1.41, atom 2 (C): -1.01, atom 3 (C): -0.98, atom 4 (C): 0.10, atom 5 (C): -0.14, atom 6 (N): -0.28, atom 7 (P): 0.15, atom 8 (H): 0.41

Most stable: *two* (next structure +0.0463 hartree)